[1]
Computed, not measured: C4H15N4 as an isolated structure at a distorted geometry, with ωB97M-V/def2-TZVPD.

Values from the calculation:
Largest force on an atom (Eh/bohr): 0.0921
Highest occupied orbital energy (eV): -13.227
Energy above the lowest of the compared OMol25 structures with the same formula, charge and spin (eV): 3.798
Charge: +1
LUMO energy (eV): -2.850

Each line ends with the Mulliken charge.
CARTESIAN COORDINATES (ANGSTROEM)
C (-1.45, 2.16, -2.78)  -0.79
C (0.25, -1.93, 2.33)  -0.79
C (2.33, -2.26, 0.98)  -0.92
C (-0.24, 0.97, -0.14)  0.59
N (0.26, -0.06, -0.33)  -0.43
N (-0.41, 2.23, 0.26)  -0.41
N (-1.83, 1.06, -1.80)  -0.64
N (1.22, -1.42, 1.36)  -0.34
H (-1.69, 3.20, -2.50)  0.28
H (-0.39, 2.06, -2.95)  0.30
H (-1.94, 2.09, -3.79)  0.32
H (-0.25, -2.85, 1.85)  0.33
H (0.81, -2.32, 3.25)  0.32
H (-0.50, -1.11, 2.56)  0.27
H (2.97, -1.47, 0.60)  0.35
H (2.64, -2.87, 1.69)  0.39
H (1.98, -3.03, 0.23)  0.30
H (0.69, -0.95, 0.37)  0.52
H (-2.19, 0.26, -2.28)  0.25
H (-1.31, 2.71, 0.07)  0.24
H (0.34, 2.69, 0.76)  0.24
H (-2.73, 1.34, -1.36)  0.27
H (1.43, -0.51, 1.64)  0.36


[2]
Computed, not measured: C4H15N4P in the gas phase at a distorted geometry, with ωB97M-V/def2-TZVPD.

Values from the calculation:
Largest force on an atom (Eh/bohr): 0.0807
Highest occupied orbital energy (eV): -8.171
Energy above the lowest of the compared OMol25 structures with the same formula, charge and spin (eV): 0.202
LUMO energy (eV): 0.819

Each line ends with the Mulliken charge.
CARTESIAN COORDINATES (ANGSTROEM)
C (-2.35, 1.44, -0.65)  -0.65
N (-0.98, 1.53, -0.25)  -0.44
P (0.07, 0.35, -0.06)  0.60
N (1.38, 0.78, 0.95)  -0.52
C (0.96, 1.52, 2.21)  -0.84
N (0.94, 0.01, -1.50)  -0.37
C (2.16, -0.82, -1.30)  -0.74
N (-0.42, -1.26, 0.82)  -0.47
C (-1.29, -2.11, 0.02)  -0.75
H (-3.10, 2.03, 0.06)  0.21
H (-2.70, 0.46, -0.59)  0.18
H (-2.50, 1.94, -1.64)  0.24
H (1.81, 1.39, 0.21)  0.36
H (-0.01, 1.96, 1.91)  0.33
H (0.78, 0.71, 2.98)  0.22
H (1.69, 2.18, 2.53)  0.38
H (0.38, -0.41, -2.27)  0.31
H (1.90, -1.85, -1.09)  0.25
H (2.70, -0.86, -2.36)  0.29
H (2.72, -0.22, -0.56)  0.31
H (0.51, -1.65, 1.00)  0.32
H (-2.31, -1.67, -0.26)  0.22
H (-0.79, -2.43, -0.88)  0.26
H (-1.55, -3.00, 0.71)  0.31